(1)
This record from the OMol25 dataset describes the molecule CH5BS in a non-equilibrium geometry. The level of theory is ωB97M-V with the def2-TZVPD basis set.

```
8
Properties=species:S:1:pos:R:3
B -0.190 -0.460 -0.421
C 0.276 1.281 0.182
S -0.238 -1.675 0.828
H -0.467 -0.807 -1.434
H 0.626 1.098 1.214
H -0.651 1.691 0.114
H 0.963 1.532 -0.548
H -0.320 -2.661 0.065
```

## Properties
maximum force	6.43	eV/A
E_tot	-464.0965	hartree
SMILES string	CBS
orbital gap	10.643	eV

(2)
This record from the OMol25 dataset describes a structure of composition CH5BS in a non-equilibrium geometry. The level of theory is ωB97M-V with the def2-TZVPD basis set.

```
8
Properties=species:S:1:pos:R:3
B -0.543 0.616 1.143
C -0.415 0.730 -0.319
S -0.870 -0.238 2.579
H 0.938 -0.622 -1.633
H 1.431 -0.900 -2.241
H 0.066 1.100 -1.264
H -1.101 -0.002 -0.708
H 0.493 -0.683 2.443
```

## Properties
maximum force	5.65	eV/A
E_tot	-464.0168	hartree
orbital gap	8.467	eV

(3)
This record from the OMol25 dataset describes the ion CH5Br2NOP with charge +1 in a non-equilibrium geometry. The level of theory is ωB97M-V with the def2-TZVPD basis set.

```
11
Properties=species:S:1:pos:R:3
C 0.332 -0.502 0.368
N 1.294 0.489 -0.161
O -2.324 -1.279 0.649
P -1.465 -0.334 -0.011
Br -1.566 -0.621 -2.250
Br -1.940 1.813 0.460
H 0.323 -0.378 1.533
H 0.748 -1.470 0.208
H 2.295 0.551 0.368
H 1.563 0.305 -1.139
H 0.740 1.427 -0.026
```

## Properties
maximum force	3.42	eV/A
E_tot	-5660.2592	hartree
net charge	+1
SMILES string	[NH3+]CP(=O)(Br)Br
orbital gap	10.325	eV

(4)
This record from the OMol25 dataset describes a cluster of 2 separate species, CH5BrN2 in total in a non-equilibrium geometry. The level of theory is ωB97M-V with the def2-TZVPD basis set.

```
9
Properties=species:S:1:pos:R:3
C -0.757 -0.109 -1.107
N 0.676 0.649 1.619
N -0.359 -1.235 -0.739
Br -0.707 -2.712 -1.776
H -0.830 0.525 -0.342
H 1.434 0.234 1.081
H -1.064 0.228 -2.116
H 0.293 1.331 1.020
H 1.313 1.088 2.361
```

## Properties
maximum force	4.09	eV/A
E_tot	-2724.5441	hartree
SMILES string	C=NBr.N
orbital gap	10.185	eV

(5)
This record from the OMol25 dataset describes a cluster of 2 separate species, CH5BrN2 in total in a non-equilibrium geometry. The level of theory is ωB97M-V with the def2-TZVPD basis set.

```
9
Properties=species:S:1:pos:R:3
C 0.859 0.797 0.016
N -0.064 -1.315 -0.222
N 0.962 -0.537 0.095
Br -2.977 0.272 -0.168
H 1.726 1.479 0.081
H 0.045 1.284 -0.695
H 0.312 1.117 0.914
H 0.170 -2.267 0.064
H -1.032 -0.830 -0.085
```

## Properties
maximum force	5.75	eV/A
E_tot	-2724.5128	hartree
orbital gap	5.545	eV

(6)
This record from the OMol25 dataset describes a structure of composition CH5BrP2 in a non-equilibrium geometry. The level of theory is ωB97M-V with the def2-TZVPD basis set.

```
9
Properties=species:S:1:pos:R:3
C 0.613 1.422 0.922
P -1.618 -0.377 -1.105
P 0.103 -0.217 0.179
Br 2.090 0.756 1.967
H -0.285 1.640 1.531
H -0.674 0.283 -2.088
H -1.265 -1.654 -1.635
H 0.969 -0.581 -0.820
H 0.067 -1.272 1.050
```

## Properties
maximum force	2.94	eV/A
E_tot	-3297.6833	hartree
orbital gap	8.060	eV

Number 1: lowest unoccupied orbital energy 0.0218 Eh. Number 2: lowest unoccupied orbital energy 0.0044 Eh. Number 3: lowest unoccupied orbital energy -0.1660 Eh. Number 4: lowest unoccupied orbital energy 0.0190 Eh. Number 5: lowest unoccupied orbital energy -0.0990 Eh. Number 6: lowest unoccupied orbital energy 0.0113 Eh.